Run a
Formula: C7H16O
Source: OMol25
Level of theory: ωB97M-V/def2-TZVPD

Computed properties:
SMILES   C/C=C(\C)CCC.O
Kohn-Sham gap   9.884 eV
LUMO   0.86 eV
Total charge   0

Last columns: bonded neighbours and bond lengths (Å).
CARTESIAN COORDINATES (ANGSTROEM)
1 C -1.005 -0.088 -3.683  C2 1.508, H8 1.106, H9 1.106, H10 1.084
2 C -0.592 0.372 -2.308  C1 1.508, C3 1.591, H11 1.127, H12 1.100
3 C -1.420 -0.274 -1.114  C2 1.591, C4 1.505, H13 1.090, H14 1.105
4 C -0.625 -0.226 0.163  C3 1.505, C5 1.334, C7 1.507
5 C -0.990 0.719 1.031  C4 1.334, C6 1.505, H15 1.087
6 C -0.206 1.281 2.186  C5 1.505, H16 1.077, H17 1.109, H18 1.075
7 C 0.682 -0.974 0.210  C4 1.507, H19 1.088, H20 1.093, H21 1.106
8 H -2.100 0.011 -3.809  C1 1.106
9 H -0.809 -1.168 -3.820  C1 1.106
10 H -0.451 0.420 -4.464  C1 1.084
11 H -0.598 1.499 -2.325  C2 1.127
12 H 0.481 0.177 -2.168  C2 1.100
13 H -1.911 -1.198 -1.421  C3 1.090
14 H -2.200 0.502 -1.211  C3 1.105
15 H -1.910 1.291 0.932  C5 1.087
16 H -0.824 1.513 3.037  C6 1.077
17 H 0.294 2.236 1.926  C6 1.109
18 H 0.559 0.657 2.611  C6 1.075
19 H 0.426 -2.028 0.130  C7 1.088
20 H 1.160 -0.721 1.159  C7 1.093
21 H 1.275 -0.822 -0.711  C7 1.106
22 H 3.236 0.242 3.208  O24 0.960
23 H 2.535 -1.094 2.620  O24 0.956
24 O 3.231 -0.716 3.156  H22 0.960, H23 0.956

Run b
Formula: C7H16O
Source: OMol25
Level of theory: ωB97M-V/def2-TZVPD

Computed properties:
SMILES   C=C(CC)CCC.O
Kohn-Sham gap   10.066 eV
LUMO   0.70 eV
Total charge   0

Last columns: bonded neighbours and bond lengths (Å).
CARTESIAN COORDINATES (ANGSTROEM)
1 C 1.471 0.536 -2.043  C2 1.547, H8 1.149, H9 1.072, H10 1.151
2 C 0.216 0.440 -1.143  C1 1.547, C3 1.532, H11 1.087, H12 1.132
3 C -0.468 -0.923 -1.001  C2 1.532, C4 1.574, H13 1.287, H14 1.189
4 C -0.955 -1.304 0.446  C3 1.574, C5 1.318, C6 1.422
5 C -2.217 -1.503 0.767  C4 1.318, H15 1.209, H16 0.971
6 C 0.066 -1.317 1.437  C4 1.422, C7 1.575, H17 1.085, H18 1.191
7 C 0.210 0.020 2.256  C6 1.575, H19 1.205, H20 1.099, H21 1.162
8 H 1.872 -0.522 -2.239  C1 1.149
9 H 2.325 1.017 -1.608  C1 1.072
10 H 1.250 1.237 -2.930  C1 1.151
11 H 0.315 0.793 -0.120  C2 1.087
12 H -0.521 1.196 -1.550  C2 1.132
13 H -1.639 -1.075 -1.514  C3 1.287
14 H 0.156 -1.785 -1.532  C3 1.189
15 H -3.126 -1.504 -0.031  C5 1.209
16 H -2.525 -1.532 1.687  C5 0.971
17 H 1.072 -1.552 1.108  C6 1.085
18 H -0.102 -2.142 2.280  C6 1.191
19 H 1.155 0.286 2.955  C7 1.205
20 H 0.109 0.851 1.544  C7 1.099
21 H -0.777 0.209 2.839  C7 1.162
22 H 0.071 2.561 -0.258  O24 0.915
23 H 1.087 3.224 -1.176  O24 1.100
24 O 0.953 2.791 -0.174  H22 0.915, H23 1.100

Run c
Formula: C7H16O
Source: OMol25
Level of theory: ωB97M-V/def2-TZVPD

Computed properties:
SMILES   C=CCCCCC.O
Kohn-Sham gap   10.683 eV
LUMO   0.95 eV
Total charge   0

Last columns: bonded neighbours and bond lengths (Å).
CARTESIAN COORDINATES (ANGSTROEM)
1 C 0.879 -1.657 1.751  C2 1.543, H8 1.197, H9 1.177, H10 1.063
2 C 1.001 -0.381 0.892  C1 1.543, C3 1.486, H11 1.050, H12 1.098
3 C 0.855 -0.811 -0.524  C2 1.486, C4 1.617, H13 1.120, H14 1.158
4 C -0.633 -1.373 -0.813  C3 1.617, C5 1.559, H15 1.096, H16 1.047
5 C -1.728 -0.327 -0.443  C4 1.559, C6 1.484, H17 1.119, H18 1.134
6 C -1.538 1.143 -0.512  C5 1.484, C7 1.314, H19 1.221
7 C -1.158 2.018 -1.416  C6 1.314, H20 1.205, H21 1.107
8 H 1.934 -1.968 2.223  C1 1.197
9 H 0.264 -1.517 2.744  C1 1.177
10 H 0.304 -2.437 1.314  C1 1.063
11 H 1.902 0.005 1.267  C2 1.050
12 H 0.296 0.389 1.231  C2 1.098
13 H 1.489 -1.665 -0.874  C3 1.120
14 H 0.963 0.193 -1.091  C3 1.158
15 H -0.795 -1.525 -1.886  C4 1.096
16 H -0.765 -2.235 -0.235  C4 1.047
17 H -2.608 -0.687 -1.033  C5 1.119
18 H -2.060 -0.673 0.584  C5 1.134
19 H -2.157 1.528 0.467  C6 1.221
20 H -0.359 1.528 -2.174  C7 1.205
21 H -1.058 3.119 -1.461  C7 1.107
22 H 2.371 2.815 -0.176  O24 0.980
23 H 1.091 1.870 -0.091  O24 0.950
24 O 1.509 2.648 0.257  H22 0.980, H23 0.950

Run d
Formula: C7H16O
Source: OMol25
Level of theory: ωB97M-V/def2-TZVPD

Computed properties:
SMILES   CC[C@H](C)[C@@H](O)CC
Kohn-Sham gap   9.499 eV
LUMO   0.96 eV
Total charge   0

Last columns: bonded neighbours and bond lengths (Å).
CARTESIAN COORDINATES (ANGSTROEM)
1 C 0.299 -0.577 0.946  C2 1.459, C3 1.852, O8 1.387, H10 1.088
2 C -0.260 0.282 -0.092  C1 1.459, C4 1.841, C5 1.516, H11 1.089
3 C 0.525 -2.151 -0.004  C1 1.852, C6 1.511, H12 1.095, H13 1.094
4 C -0.264 1.897 0.790  C2 1.841, C7 1.516, H14 1.092, H15 1.093
5 C -1.669 0.034 -0.591  C2 1.516, H16 1.093, H17 1.092, H18 1.093
6 C 0.833 -2.178 -1.483  C3 1.511, H19 1.094, H20 1.098, H21 1.094
7 C 0.870 2.749 0.256  C4 1.516, H22 1.095, H23 1.096, H24 1.097
8 O -0.471 -0.888 2.056  C1 1.387, H9 0.967
9 H -1.320 -0.425 2.019  O8 0.967
10 H 1.302 -0.303 1.265  C1 1.088
11 H 0.435 0.455 -0.913  C2 1.089
12 H 1.366 -2.573 0.556  C3 1.095
13 H -0.342 -2.777 0.231  C3 1.094
14 H -0.210 1.815 1.878  C4 1.092
15 H -1.228 2.374 0.591  C4 1.093
16 H -2.308 -0.435 0.161  C5 1.093
17 H -1.656 -0.611 -1.473  C5 1.092
18 H -2.138 0.971 -0.904  C5 1.093
19 H -0.058 -1.975 -2.084  C6 1.094
20 H 1.193 -3.167 -1.797  C6 1.098
21 H 1.605 -1.449 -1.749  C6 1.094
22 H 1.846 2.292 0.451  C7 1.095
23 H 0.774 2.892 -0.826  C7 1.096
24 H 0.876 3.746 0.715  C7 1.097

Relative energy table, unit hartree: run a 0.0000; run b 0.1036; run c 0.0680; run d 0.0231

Run a
Formula: C5H13N2O
Source: OMol25
Level of theory: ωB97M-V/def2-TZVPD

Computed properties:
Kohn-Sham gap   4.691 eV
LUMO   -7.98 eV
Total charge   +1

Last columns: bonded neighbours and bond lengths (Å).
CARTESIAN COORDINATES (ANGSTROEM)
1 C -0.276 1.584 1.013  C2 1.476, N7 1.433, H8 1.093, H9 1.091
2 C -1.077 0.433 0.551  C1 1.476, C3 1.495, H10 1.074, H11 1.070
3 C -0.384 -0.268 -0.573  C2 1.495, C4 1.504, C5 1.613, N6 1.503
4 C -0.221 -1.763 -0.599  C3 1.504, H12 1.089, H13 1.134
5 C -0.861 0.414 -1.954  C3 1.613, N6 1.519, H14 1.086, H15 1.090
6 N 0.518 0.642 -1.359  C3 1.503, C5 1.519, H18 1.107
7 N 1.118 1.335 1.237  C1 1.433, H16 1.017, H17 1.016
8 H -0.297 2.423 0.313  C1 1.093
9 H -0.836 1.987 1.857  C1 1.091
10 H -2.007 0.804 0.164  C2 1.074
11 H -1.203 -0.381 1.235  C2 1.070
12 H -1.067 -2.450 -0.568  C4 1.089
13 H 0.470 -1.953 -1.477  C4 1.134
14 H -0.956 -0.059 -2.927  C5 1.086
15 H -1.509 1.286 -1.881  C5 1.090
16 H 1.667 1.385 0.381  N7 1.017
17 H 1.257 0.483 1.772  N7 1.016
18 H 1.185 -0.114 -1.816  N6 1.107
19 H 1.959 -2.287 2.129  O21 0.985
20 H 0.938 -1.939 0.922  O21 0.995
21 O 1.583 -1.562 1.579  H19 0.985, H20 0.995

Run b
Formula: C5H13N2O
Source: OMol25
Level of theory: ωB97M-V/def2-TZVPD

Computed properties:
Kohn-Sham gap   3.813 eV
LUMO   -8.40 eV
Total charge   +1

Last columns: bonded neighbours and bond lengths (Å).
CARTESIAN COORDINATES (ANGSTROEM)
1 O 1.022 -0.362 -0.141  C2 1.219
2 C 0.736 -0.117 -1.300  O1 1.219, C3 1.438, H9 1.096
3 C -0.373 0.711 -1.691  C2 1.438, C4 1.461, H10 1.086
4 C -1.251 1.350 -0.714  C3 1.461, C5 1.548, H11 1.098, H12 1.094
5 C -2.544 0.550 -0.423  C4 1.548, C6 1.528, H13 1.093, H14 1.089
6 C -2.209 -0.869 0.036  C5 1.528, N7 1.447, H15 1.087, H16 1.111
7 N -1.521 -0.858 1.309  C6 1.447, H17 1.015, H18 1.010
8 N 4.962 -0.103 1.655  H19 1.007, H20 1.011, H21 1.012
9 H 1.392 -0.529 -2.076  C2 1.096
10 H -0.422 0.965 -2.745  C3 1.086
11 H -0.701 1.445 0.232  C4 1.098
12 H -1.495 2.369 -1.027  C4 1.094
13 H -3.160 0.498 -1.324  C5 1.093
14 H -3.128 1.060 0.342  C5 1.089
15 H -3.118 -1.461 0.113  C6 1.087
16 H -1.567 -1.320 -0.750  C6 1.111
17 H -0.513 -0.835 1.196  N7 1.015
18 H -1.799 -1.630 1.899  N7 1.010
19 H 5.247 0.356 2.505  N8 1.007
20 H 4.678 -1.051 1.862  N8 1.011
21 H 5.763 -0.168 1.040  N8 1.012

Relative energy table, unit hartree: run a 0.0813; run b 0.0000

Run a
Formula: C5H13N2O
Source: OMol25
Level of theory: ωB97M-V/def2-TZVPD

Computed properties:
SMILES   C=C([NH2+][C@H](C)N)OC
Kohn-Sham gap   10.882 eV
LUMO   -3.02 eV
Total charge   +1

Last columns: bonded neighbours and bond lengths (Å).
CARTESIAN COORDINATES (ANGSTROEM)
1 C -0.990 -1.356 -0.465  C2 1.285, H9 1.149, H10 1.060
2 C -1.134 -0.335 0.303  C1 1.285, N7 1.714, O8 1.345
3 C 2.370 -0.828 0.339  C5 1.509, H11 1.083, H12 1.107, H13 1.120
4 C -3.408 0.338 0.049  O8 1.426, H14 1.139, H15 1.111, H16 1.123
5 C 1.511 0.239 -0.295  C3 1.509, N6 1.378, N7 1.658, H17 1.153
6 N 2.236 1.342 -0.691  C5 1.378, H18 1.076, H19 1.040
7 N 0.244 0.599 0.712  C2 1.714, C5 1.658, H20 1.067, H21 0.950
8 O -2.206 0.295 0.814  C2 1.345, C4 1.426
9 H -1.718 -2.013 -1.065  C1 1.149
10 H -0.079 -1.660 -0.913  C1 1.060
11 H 3.107 -1.246 -0.335  C3 1.083
12 H 2.822 -0.403 1.255  C3 1.107
13 H 1.822 -1.657 0.856  C3 1.120
14 H -3.214 -0.211 -0.930  C4 1.139
15 H -3.609 1.417 -0.125  C4 1.111
16 H -4.187 -0.165 0.683  C4 1.123
17 H 0.921 -0.067 -1.237  C5 1.153
18 H 1.769 2.134 -1.250  N6 1.076
19 H 2.951 1.689 -0.020  N6 1.040
20 H 0.708 0.354 1.641  N7 1.067
21 H 0.085 1.535 0.675  N7 0.950

Run b
Formula: C5H13N2O
Source: OMol25
Level of theory: ωB97M-V/def2-TZVPD

Computed properties:
SMILES   CNCCOC(C)=[NH2+]
Kohn-Sham gap   9.234 eV
LUMO   -3.48 eV
Total charge   +1

Last columns: bonded neighbours and bond lengths (Å).
CARTESIAN COORDINATES (ANGSTROEM)
1 C 0.865 0.124 1.715  C3 1.591, N7 1.417, H9 1.107, H10 1.151
2 C -1.433 0.987 1.265  N7 1.402, H11 1.100, H12 1.149, H17 1.144
3 C 1.698 -0.658 0.607  C1 1.591, O8 1.392, H13 1.040, H14 1.166
4 C 0.476 -0.088 -1.318  C5 1.517, N6 1.329, O8 1.267
5 C -0.540 -1.195 -1.531  C4 1.517, H15 1.027, H16 1.037, H20 1.071
6 N 0.254 0.931 -2.142  C4 1.329, H18 0.961, H19 0.981
7 N -0.485 -0.046 1.320  C1 1.417, C2 1.402, H21 1.073
8 O 1.511 0.018 -0.595  C3 1.392, C4 1.267
9 H 0.925 -0.208 2.769  C1 1.107
10 H 0.977 1.243 1.471  C1 1.151
11 H -1.575 1.767 2.027  C2 1.100
12 H -2.514 0.630 1.116  C2 1.149
13 H 2.734 -0.616 0.684  C3 1.040
14 H 1.386 -1.782 0.587  C3 1.166
15 H -0.162 -1.877 -2.199  C5 1.027
16 H -1.290 -0.714 -2.059  C5 1.037
17 H -1.392 1.482 0.234  C2 1.144
18 H 0.924 1.609 -2.260  N6 0.961
19 H -0.522 1.060 -2.727  N6 0.981
20 H -0.995 -1.697 -0.702  C5 1.071
21 H -0.842 -0.966 1.740  N7 1.073

Relative energy table, unit hartree: run a 0.0369; run b 0.0000